Record 1
Formula: C52H60BBr2N8O3S4Ti
Source: the Open Molecules 2025 dataset
Level of theory: ωB97M-V with the def2-TZVPD basis set

```
131
Properties=species:S:1:pos:R:3:mulliken_spin:R:1
Ti 0.021 -0.512 2.628 0.062
C 3.905 2.251 1.429 0.001
C 2.857 2.276 0.371 0.000
C 2.749 3.309 -0.520 -0.001
C 1.783 3.226 -1.546 -0.003
N 0.928 2.244 -1.588 -0.003
N 0.980 1.250 -0.707 0.013
B -0.022 0.118 -0.956 0.052
N -0.950 0.388 -2.154 0.059
N -0.833 0.624 -3.450 0.164
C -1.944 0.645 -4.164 -0.038
C -3.207 0.372 -3.601 0.175
C -3.326 0.095 -2.239 -0.028
C -4.590 -0.274 -1.540 0.009
C -2.134 0.165 -1.534 0.069
S -1.665 -0.069 0.102 0.011
C -1.763 0.994 -5.633 -0.037
C -1.086 2.367 -5.710 -0.004
C -3.081 1.055 -6.407 0.014
C -0.863 -0.062 -6.282 -0.004
N 0.719 -1.203 -1.116 0.082
N 1.521 -1.081 -2.177 0.109
C 2.265 -2.065 -2.581 -0.076
C 2.232 -3.314 -1.926 0.160
C 1.441 -3.454 -0.804 -0.042
C 1.430 -4.702 0.008 -0.009
C 0.680 -2.346 -0.366 0.223
S -0.202 -2.465 1.092 -0.016
C 3.166 -1.759 -3.758 0.003
C 4.619 -2.043 -3.361 -0.007
C 3.036 -0.283 -4.138 -0.016
C 2.751 -2.632 -4.946 -0.011
C 1.958 1.181 0.239 -0.005
S 2.227 -0.208 1.166 -0.001
C 1.765 4.191 -2.715 0.003
C 2.613 5.436 -2.450 0.000
C 2.336 3.411 -3.908 0.000
C 0.332 4.618 -3.027 -0.001
H 4.497 3.162 1.406 0.000
H 4.554 1.388 1.291 0.000
H 3.446 2.143 2.410 0.000
H 3.412 4.153 -0.442 0.000
H -4.088 0.374 -4.219 0.017
H -5.420 -0.355 -2.237 0.000
H -4.826 0.466 -0.776 -0.001
H -4.453 -1.226 -1.027 -0.001
H -1.736 3.130 -5.287 0.004
H -0.876 2.628 -6.744 0.000
H -0.154 2.349 -5.154 -0.001
H -3.754 1.796 -5.982 -0.002
H -3.575 0.086 -6.427 -0.001
H -2.870 1.346 -7.434 0.000
H 0.095 -0.110 -5.773 0.005
H -0.696 0.192 -7.326 0.000
H -1.332 -1.042 -6.236 0.002
H 2.841 -4.135 -2.268 0.022
H 2.053 -5.470 -0.442 0.000
H 0.414 -5.077 0.120 -0.003
H 1.798 -4.477 1.010 0.000
H 4.877 -1.481 -2.465 -0.001
H 5.287 -1.740 -4.164 0.001
H 4.778 -3.099 -3.164 0.005
H 3.364 0.346 -3.315 0.002
H 2.000 -0.037 -4.350 0.019
H 3.645 -0.069 -5.014 -0.001
H 2.829 -3.689 -4.704 0.006
H 3.394 -2.428 -5.799 0.001
H 1.723 -2.415 -5.230 -0.001
H 3.667 5.190 -2.345 0.000
H 2.278 5.950 -1.551 0.000
H 2.515 6.126 -3.285 0.000
H 3.368 3.121 -3.724 0.000
H 2.300 4.019 -4.808 0.000
H 1.756 2.506 -4.063 0.000
H -0.090 5.165 -2.187 0.000
H -0.275 3.741 -3.220 0.000
H 0.311 5.261 -3.903 0.000
Br -0.517 1.539 5.444 0.000
C -1.105 2.673 4.036 -0.002
C -1.789 3.847 4.344 0.000
C -2.244 4.657 3.335 0.000
Br -3.191 6.242 3.803 0.000
C -2.059 4.320 1.980 -0.001
C -2.537 5.073 0.889 0.001
C -2.356 4.605 -0.387 0.000
C -1.677 3.396 -0.565 -0.003
N -1.171 2.702 0.423 0.007
C -1.352 3.119 1.682 -0.005
C -0.838 2.281 2.727 0.012
O -0.165 1.199 2.439 0.000
H -1.958 4.107 5.376 0.000
H -3.051 6.006 1.071 0.000
H -2.724 5.150 -1.242 0.000
H -1.530 2.977 -1.549 0.007
C 1.107 -4.438 6.436 0.000
N 0.352 -3.577 5.550 -0.001
C -0.139 -2.402 6.250 0.000
C 1.037 -3.257 4.296 0.005
C 1.969 -2.068 4.391 -0.003
C 3.222 -2.237 4.970 0.001
C 4.054 -1.156 5.188 0.000
C 3.618 0.113 4.850 -0.001
C 2.379 0.278 4.253 0.004
C 1.525 -0.797 3.991 -0.001
H 0.446 -4.772 7.237 0.000
H 1.976 -3.944 6.895 0.000
H 1.449 -5.316 5.888 0.000
H -0.809 -2.726 7.045 0.000
H -0.695 -1.769 5.557 0.000
H 0.666 -1.800 6.695 0.000
H 0.256 -3.038 3.541 -0.002
H 1.581 -4.150 3.972 0.001
H 3.555 -3.233 5.234 0.000
H 5.032 -1.311 5.621 0.000
H 4.249 0.968 5.038 0.000
H 2.070 1.286 3.979 0.000
O -7.143 -5.109 4.249 0.000
C -5.856 -5.422 3.979 0.000
O -5.509 -6.571 3.940 0.000
C -4.942 -4.273 3.771 -0.001
C -5.378 -3.027 3.318 0.000
C -4.489 -1.982 3.195 -0.001
C -3.144 -2.144 3.544 0.005
S -2.164 -0.690 3.581 -0.003
C -2.695 -3.398 3.962 -0.001
C -3.588 -4.445 4.055 0.000
H -7.277 -4.155 4.326 0.000
H -6.409 -2.865 3.024 0.000
H -4.819 -1.017 2.842 0.000
H -1.666 -3.559 4.240 -0.001
H -3.257 -5.419 4.383 0.000
```

Its energy above the lowest of the compared OMol25 structures with the same formula, charge and spin is 1.05 kJ/mol. Its expectation value of S² is 0.7764. The calculation puts the HOMO-LUMO gap (alpha / beta) at 3.80 / 6.92 eV. As for the multiplicity: 2.

---

Record 2
Formula: C10H7Cl
Source: the Open Molecules 2025 dataset
Level of theory: ωB97M-V with the def2-TZVPD basis set

```
18
Properties=species:S:1:pos:R:3:nbo_charge:R:1
Cl 0.528 -4.053 0.676 0.022
C 0.118 -2.456 0.210 -0.056
C -1.099 -2.195 -0.446 -0.242
C -1.396 -0.902 -0.819 -0.161
C -0.494 0.164 -0.587 -0.076
C -0.842 1.525 -0.803 -0.176
C -0.058 2.461 -0.227 -0.222
C 1.060 2.159 0.597 -0.200
C 1.452 0.816 0.782 -0.168
C 0.633 -0.139 0.122 -0.074
C 0.931 -1.387 0.493 -0.188
H -2.003 -2.865 -0.320 0.232
H -2.509 -0.780 -1.208 0.222
H -1.833 1.857 -1.226 0.223
H -0.208 3.494 -0.598 0.214
H 1.459 3.017 1.177 0.217
H 2.388 0.684 1.163 0.213
H 1.874 -1.402 1.014 0.219
```

Its energy above the lowest of the compared OMol25 structures with the same formula, charge and spin is 0.00 kJ/mol. Its SMILES is Clc1ccc2ccccc2c1. The calculation puts the HOMO-LUMO gap at 8.75 eV.

---

Record 3
Formula: C8H12F2N2Si
Source: the Open Molecules 2025 dataset
Level of theory: ωB97M-V with the def2-TZVPD basis set

```
25
Properties=species:S:1:pos:R:3:nbo_charge:R:1
C 2.656 -1.480 -0.934 -0.598
C 1.663 -0.321 -0.901 -0.224
C 2.340 0.937 -0.362 -0.612
C 0.457 -0.738 -0.051 -0.377
C -0.709 0.266 -0.021 -0.666
C -0.932 0.920 -1.279 0.270
N -1.122 1.468 -2.264 -0.270
C -0.390 1.457 0.980 0.284
N -0.200 2.302 1.721 -0.306
Si -2.319 -0.546 0.659 2.214
C -3.585 0.606 1.427 -1.179
F -2.911 -1.452 -0.524 -0.637
F -1.825 -1.667 1.691 -0.641
H 3.030 -1.686 0.067 0.204
H 3.504 -1.240 -1.571 0.217
H 2.188 -2.384 -1.319 0.209
H 1.317 -0.123 -1.922 0.210
H 2.646 0.795 0.674 0.207
H 3.226 1.163 -0.953 0.219
H 1.677 1.798 -0.413 0.216
H 0.777 -0.923 0.978 0.233
H 0.070 -1.681 -0.450 0.228
H -3.115 1.368 2.045 0.270
H -4.173 1.114 0.667 0.265
H -4.270 0.044 2.058 0.266
```

Its energy above the lowest of the compared OMol25 structures with the same formula, charge and spin is 0.00 kJ/mol. Its SMILES is CC(C)CC(C#N)(C#N)[Si](C)(F)F. The calculation puts the HOMO-LUMO gap at 11.80 eV.

---

Record 4
Formula: C4H4N4
Source: the Open Molecules 2025 dataset
Level of theory: ωB97M-V with the def2-TZVPD basis set

```
12
Properties=species:S:1:pos:R:3:nbo_charge:R:1
C -3.602 -0.135 0.060 0.119
C 0.091 -0.649 -0.246 -0.003
C -2.319 -0.393 -0.060 0.242
C 2.313 0.376 0.164 -0.426
N -4.732 -0.023 0.275 -0.210
N -1.174 -0.824 -0.242 -0.206
N 0.394 1.701 -0.084 -0.242
N 0.807 0.586 -0.006 -0.088
H 0.639 -1.411 -0.576 0.184
H 2.748 1.220 -0.163 0.226
H 2.420 0.178 1.200 0.210
H 2.415 -0.623 -0.321 0.192
```

Its energy above the lowest of the compared OMol25 structures with the same formula, charge and spin is 623.07 kJ/mol. The calculation puts the HOMO-LUMO gap (alpha / beta) at 6.94 / 6.94 eV.